Entry from OMol25: a cluster of 3 separate species, C26H46BrN5O2P2S2 in total at a distorted geometry (wB97M-V/def2-TZVPD).

XYZ file:
```
84
Properties=species:S:1:pos:R:3
H 1.65 3.76 -3.68
H -0.96 0.20 -5.47
N -0.14 3.99 5.32
H -1.20 -0.99 -0.54
N -1.84 -0.80 -7.73
H 2.57 -8.90 5.21
C 1.88 2.10 3.05
C -1.14 -2.91 -8.61
C 2.84 -5.55 4.81
H 1.49 -1.80 0.70
H -0.51 -0.42 -10.79
H 2.90 2.06 3.44
C 1.96 -5.20 5.82
H 1.50 1.62 0.97
H 1.67 -0.94 -1.57
H -0.35 3.45 -5.95
H 1.03 -8.08 6.97
Br 0.46 -1.84 5.17
C 0.43 -1.55 0.85
H -1.37 1.69 -6.29
C -0.84 -0.94 -9.90
H -1.06 -3.98 -8.46
N 1.33 -6.09 6.58
H -0.27 -2.90 -10.57
C -0.16 -1.31 -0.54
S 0.07 -0.16 -3.07
C -0.12 3.37 -4.89
P 0.41 -0.19 2.09
H -3.79 1.68 0.64
C 1.56 -7.38 6.34
C -0.11 1.61 -3.24
C -2.16 0.46 1.47
H 3.33 -4.79 4.22
H -3.75 0.04 0.03
C 1.27 3.94 -4.68
O -0.70 3.07 7.32
H -1.95 5.19 7.87
C 1.08 3.18 5.20
H -3.41 0.95 -5.31
C 0.92 1.99 4.23
C -1.28 1.23 -5.31
C -1.41 -0.23 -8.85
H -2.06 -2.56 -6.69
C 0.72 -0.41 -1.41
H 1.75 3.10 2.62
C -1.70 -2.12 -7.62
S -0.17 2.65 -1.98
H 3.76 -7.21 3.79
H 0.96 0.54 -0.93
H 1.39 -3.44 2.91
C -0.71 -2.31 -9.77
H -0.51 -0.26 3.17
H -2.66 0.60 -3.75
H -2.86 2.28 -4.26
C -1.59 5.23 6.85
H -0.89 3.95 -4.35
H -2.21 -0.63 1.59
H -2.46 5.24 6.18
H -0.12 1.96 3.90
H 2.68 0.57 1.73
H -2.55 1.20 -0.54
H 1.96 3.47 -5.39
H 1.38 2.82 6.18
C 1.73 1.08 1.89
H -1.53 0.85 -8.92
H 0.03 4.95 5.04
H 1.27 5.02 -4.87
H -2.50 0.90 2.41
H 1.88 3.83 4.83
O 2.18 -2.88 2.90
H 1.16 1.08 4.79
C 2.42 -7.84 5.35
C -2.63 1.27 -4.61
C -0.77 4.00 6.56
H -1.02 6.15 6.68
N -0.20 1.94 -4.57
C -3.12 0.88 0.34
H -0.02 -2.43 1.32
C 3.08 -6.90 4.57
P 1.92 -1.37 3.52
H 1.75 -4.16 6.04
H -0.16 -2.30 -1.03
N -0.77 0.82 1.19
H -0.64 1.79 1.47
```

Output
M: 666.7 u
SMILES string: CCN[PH](CCCCNC(C)=O)(CCCSC(=S)N(CC)CC)P(O)Br.c1ccncc1.c1ccncc1
lowest unoccupied orbital energy: 0.437 eV
multiplicity: 1
orbital gap: 7.79 eV
HOMO level: -7.35 eV

Atom charges from the Mulliken analysis, given in e for atoms 1 to 2: 0.314, 0.525



Entry from OMol25: a structure of composition C26H46ClHfO2P at a distorted geometry (wB97M-V/def2-TZVPD).

XYZ file:
```
77
Properties=species:S:1:pos:R:3
H 1.90 -5.55 0.22
C 1.27 -4.70 -0.06
C -4.05 -1.18 2.28
C 0.47 -1.88 0.60
H -1.03 -2.89 1.83
C 5.22 2.58 0.57
C 0.90 3.82 -2.25
H 1.03 3.19 2.59
C 3.82 1.72 -1.37
H -3.10 0.65 -1.04
H 2.72 3.96 1.03
C -2.03 -1.33 -3.38
O 0.37 2.67 -2.26
H -5.05 0.73 2.37
H 3.66 2.80 -1.54
H 2.70 -3.73 -1.36
H -3.63 -1.89 3.01
H 6.18 2.44 1.07
H -1.83 1.86 -1.00
H -2.64 0.53 4.22
C -3.14 0.97 3.35
H -2.68 -1.71 -1.36
H -4.97 -1.63 1.89
H -3.89 -0.23 -3.49
H 1.08 -1.70 1.50
C -1.77 -0.31 1.62
C 2.59 1.13 -0.79
C 1.56 2.40 2.04
H 5.13 0.53 -0.11
H 0.87 -2.18 -1.52
H -1.33 -0.92 2.43
H -3.09 2.00 -3.12
C -2.83 -0.06 -3.73
H -1.41 1.56 -3.41
C 2.17 -3.51 -0.42
Cl -0.95 3.71 0.52
C -1.74 -1.50 -1.88
H 2.15 -1.36 -0.63
P -0.35 -0.19 0.39
H -2.52 1.71 1.41
C 2.70 2.86 1.18
H -2.84 -1.99 0.70
H 4.38 3.15 2.44
H -3.45 1.98 3.64
C -2.12 1.07 2.21
H -0.24 0.03 -1.95
H -4.93 -0.09 3.92
H 1.71 1.50 2.65
C -3.05 -1.00 1.14
H 4.04 1.29 -2.38
H -1.20 -3.19 0.10
H 4.07 1.45 2.04
Hf 1.00 2.34 -0.06
H 0.85 -4.36 2.03
H -1.07 -1.29 -3.92
C -1.13 -0.20 -1.33
H -1.22 1.58 2.57
H 5.22 3.59 0.14
H -2.56 -2.21 -3.75
C -4.38 0.14 3.00
H -3.52 -0.40 0.35
H 2.29 0.29 -1.45
H 2.94 -3.40 0.35
C 5.11 1.54 -0.54
C 4.11 2.47 1.62
C 0.30 -4.40 1.08
C 1.43 -2.18 -0.57
H -0.43 -5.21 1.17
H 5.98 1.64 -1.21
C -0.46 -3.07 0.91
H 0.71 -5.02 -0.95
H 0.73 4.53 -3.08
H -2.78 0.11 -4.81
H -1.08 -2.36 -1.73
C -2.15 0.93 -1.50
O 1.62 4.17 -1.24
C -2.36 1.20 -2.99
```

Output
M: 635.6 u
lowest unoccupied orbital energy (alpha / beta): -1.647 / -1.646 eV
multiplicity: 1
orbital gap (alpha / beta): 5.52 / 5.52 eV
HOMO level (alpha / beta): -7.16 / -7.16 eV

Atom charges from the Mulliken analysis, given in e for atoms 1 to 2: 0.376, -0.680



Entry from OMol25: a structure of composition C26H46IInNO5 (wB97M-V/def2-TZVPD).

XYZ file:
```
80
Properties=species:S:1:pos:R:3
C 4.48 -4.17 -2.62
H -1.99 0.89 -4.34
H -6.00 -3.81 1.84
H 3.75 -5.73 -5.34
N -2.26 1.57 -1.00
H 1.15 -0.07 1.50
H 4.51 5.18 -1.62
H -1.37 0.45 0.49
H -6.80 -3.34 0.33
H -1.86 8.08 -0.56
H -4.75 -1.88 3.19
O -5.48 -1.21 0.27
H 3.69 -3.98 3.80
H 2.68 -5.22 5.69
H -7.50 -2.88 1.90
H -2.68 6.16 1.87
O 2.93 2.67 -0.78
C -2.35 0.58 -3.36
C 2.06 -4.80 4.92
H -2.65 7.92 1.98
H 3.75 5.55 -0.07
H -4.80 -0.25 2.49
In 2.59 -2.37 1.11
H 4.42 -5.16 -2.17
C -3.61 1.09 -0.59
C 0.44 -3.71 2.96
C 1.76 4.46 -1.79
C -0.91 7.06 1.07
H 2.82 -4.30 -3.94
C 3.91 -4.30 -4.02
H -0.22 -3.28 2.20
H -4.09 1.82 0.05
H -4.26 0.89 -1.44
C 0.17 1.01 -0.86
C -0.13 -4.40 4.02
H 2.00 -4.17 -0.88
C -1.30 7.16 -0.39
H 5.54 -3.91 -2.67
H 1.13 -0.84 -1.47
C 4.09 4.74 -0.72
H 0.23 -5.47 5.84
I 4.93 -1.10 1.98
H 3.55 -4.57 -0.17
H -3.39 0.27 -3.42
H -1.64 6.95 3.08
H 2.18 0.34 -0.70
H 1.01 3.70 -1.98
C 2.93 3.84 -1.07
H -3.53 0.16 -0.04
H 0.27 1.45 -1.86
O 4.33 -5.55 -4.60
C -1.25 0.57 -0.59
H 2.94 -2.69 -2.42
C 2.96 -3.74 -0.57
H 0.10 -1.32 0.82
H 4.86 4.17 -0.20
C -5.37 -1.17 2.64
C 1.07 -0.81 0.70
H 2.09 4.89 -2.74
H 4.39 -2.35 -1.45
C 3.70 -3.13 -1.77
C 0.68 -4.94 5.01
H 0.42 1.81 -0.16
H 4.23 -3.48 -4.66
H -1.77 -0.28 -3.03
H -1.43 -0.42 -1.03
C -2.04 7.02 2.07
C -5.78 -1.74 1.31
C 2.61 -4.10 3.85
C 1.82 -3.53 2.84
H 1.33 5.26 -1.18
O 0.24 7.02 1.42
H -1.21 -4.50 4.07
C -2.23 1.76 -2.43
C -6.57 -3.03 1.34
H -0.39 7.17 -0.99
O -2.13 2.88 -2.89
C 1.20 -0.12 -0.65
H -1.91 6.30 -0.67
H -6.25 -0.95 3.25
```

Output
M: 694.4 u
lowest unoccupied orbital energy: 2.123 eV
multiplicity: 1
orbital gap: 6.84 eV
HOMO level: -4.72 eV
total charge: -1

Atom charges from the Mulliken analysis, given in e for atoms 1 to 2: -0.754, 0.347



Entry from OMol25: a structure of composition C26H46IrO2P2 at a distorted geometry (wB97M-V/def2-TZVPD).

XYZ file:
```
77
Properties=species:S:1:pos:R:3
H -2.98 2.93 -1.20
C -1.35 2.21 -0.22
C -3.16 1.12 1.27
H -0.65 -2.81 -0.13
H -1.19 -1.00 -4.04
C -1.64 -1.11 3.13
C 1.12 0.90 2.88
H 0.20 4.96 -0.71
H 1.56 3.74 -0.91
H 0.96 2.01 2.79
H 0.38 -4.48 -0.81
P -1.04 -1.42 1.49
H 2.40 -2.27 1.92
C -2.24 2.13 -1.36
H 0.33 3.85 -2.11
H -0.25 -4.23 -2.45
P 1.99 -1.71 -0.28
C -0.53 -1.69 -3.51
C 0.42 -3.79 -1.68
O 1.79 1.80 0.58
H -2.76 1.17 -1.35
H -2.47 -3.35 1.34
C 0.49 3.96 -1.03
O 0.61 0.22 1.69
H 0.47 -2.51 3.06
Ir 0.71 -0.28 -1.42
C -0.12 -2.44 -1.07
H 3.48 -2.20 -2.20
C -0.33 3.20 -0.07
C 1.65 -2.67 1.22
H -2.72 -2.42 -0.23
C 0.90 -1.60 -4.04
C -0.72 -1.41 -2.05
H 1.67 1.75 -2.34
H 0.33 4.67 2.96
H -0.76 2.89 4.03
H 1.84 -3.90 -3.25
C 1.11 0.80 0.48
H -0.22 -3.65 1.78
H 2.04 -3.69 1.04
H 0.62 0.56 3.80
C -0.42 3.57 1.29
H -3.87 1.87 0.90
H 4.23 -1.72 -0.23
H -2.13 -0.14 3.22
H 0.03 5.65 1.51
H -1.76 2.28 -2.31
H -3.41 1.01 2.33
H 1.06 -0.84 -4.84
C 2.39 -2.24 -2.02
C -1.66 2.87 3.40
H 2.55 -4.31 -1.69
H 1.22 -2.56 -4.47
C -2.60 -2.35 0.88
C -1.30 2.70 1.98
C 0.29 -2.69 1.98
C -1.86 1.80 1.07
H 3.73 -0.19 -1.00
C 0.36 4.67 1.87
C 1.72 -1.15 -2.81
C 3.56 -0.85 -0.15
C 0.69 1.29 -2.65
H -0.85 -1.20 3.86
H 1.39 4.53 1.56
H -3.34 0.20 0.69
H -1.75 -1.20 -1.78
H -2.40 -1.88 3.24
H -0.02 2.11 -2.73
H -2.10 3.86 3.57
H 3.65 -0.33 0.80
C 1.83 -3.66 -2.20
H -0.91 -2.71 -3.62
H -2.40 2.14 3.72
H 2.18 0.59 2.94
H 2.45 -0.35 -2.94
H -3.49 -1.85 1.29
H 0.99 0.81 -3.63
```

Output
M: 644.8 u
energy above the lowest of the compared OMol25 structures with the same formula, charge and spin: 68.54 kcal/mol
lowest unoccupied orbital energy (alpha / beta): -4.775 / -8.602 eV
multiplicity: 6
orbital gap (alpha / beta): 6.80 / 5.57 eV
⟨S²⟩: 8.766
HOMO level (alpha / beta): -11.57 / -14.17 eV
total charge: +2

Atom charges from the Mulliken analysis, given in e for atoms 1 to 2: 0.418, 0.800



Entry from OMol25: a structure of composition C26H46MnO2P2 at a distorted geometry (wB97M-V/def2-TZVPD).

XYZ file:
```
77
Properties=species:S:1:pos:R:3
C -1.15 1.82 -0.20
C -0.76 1.91 -3.18
H -1.09 1.39 -7.68
C 0.94 0.47 2.60
C 1.06 -3.07 -1.01
H -2.63 1.64 -5.11
O -0.54 2.50 0.81
H 0.23 3.48 -2.07
H -3.51 0.20 -3.62
C 0.27 -0.71 -6.84
P -1.40 0.35 -2.44
H -3.50 -0.71 -2.08
H -2.36 3.15 1.61
C 0.35 2.22 -6.25
H -3.02 -0.52 1.48
H -2.16 -3.38 0.62
H -2.12 -1.18 2.86
H 2.87 3.36 -0.91
H -2.02 0.55 2.50
H 0.83 -1.60 -7.14
C -2.07 -0.44 2.04
H -0.55 1.58 -4.20
H 0.31 -3.50 -1.69
H 0.30 3.16 -5.67
H -1.21 -2.20 -6.26
H 3.23 -0.11 0.88
O -2.27 2.18 -0.56
C 0.96 -0.13 -5.63
H 3.09 1.96 0.19
H 1.94 -2.78 -1.60
P 1.46 1.46 -1.55
C -0.61 -1.13 -3.18
C -3.17 0.21 -2.58
H 1.17 2.92 -3.46
H -0.49 -0.97 -4.25
C -0.89 -0.72 1.17
C -0.86 -1.75 0.16
H 1.89 1.59 -4.81
H 3.19 1.21 -3.29
H -0.85 3.80 2.33
C -2.00 -2.64 -0.19
C 2.36 2.55 -0.38
H 1.22 -0.22 3.41
H 1.50 -0.85 -5.01
C 1.32 -1.03 0.54
H 1.83 1.07 2.37
H 3.28 -1.51 -0.22
H -2.93 -2.06 -0.29
Mn -0.15 0.03 -0.75
H -3.60 1.07 -2.05
C -1.11 1.85 -6.68
H 0.32 -0.02 -7.70
H -1.58 2.63 -3.23
C 0.46 -0.29 1.42
H 1.63 2.97 0.33
H 0.91 2.47 -7.17
H -1.68 -1.19 -7.62
C 0.51 2.59 -2.64
C -1.99 -0.30 -5.69
H -1.40 4.38 0.72
H -1.83 -3.20 -1.11
H 2.38 -0.33 -2.93
C 2.80 -1.10 0.67
C 2.76 0.59 -2.49
H -1.25 -2.01 -3.04
H 3.08 -1.76 1.51
H 3.57 0.32 -1.80
C 0.52 -1.93 -0.24
H 0.17 1.14 3.00
C -1.36 3.53 1.41
C -1.20 -1.16 -6.63
H 0.39 -1.35 -2.79
H -2.73 -0.83 -5.09
C -1.93 1.05 -5.72
H 1.38 -3.88 -0.34
H -1.63 2.81 -6.81
C 1.11 1.19 -5.46
```

Output
M: 507.5 u
energy above the lowest of the compared OMol25 structures with the same formula, charge and spin: 34.20 kcal/mol
lowest unoccupied orbital energy (alpha / beta): -6.926 / -7.241 eV
multiplicity: 4
orbital gap (alpha / beta): 7.32 / 7.07 eV
⟨S²⟩: 3.948
HOMO level (alpha / beta): -14.24 / -14.31 eV
total charge: +2

Atom charges from the Mulliken analysis, given in e for atoms 1 to 2: 0.213, 1.225



Entry from OMol25: a cluster of 2 separate species, C26H46N4O5PS in total at a distorted geometry (wB97M-V/def2-TZVPD).

XYZ file:
```
83
Properties=species:S:1:pos:R:3
C 8.84 -0.50 -2.05
C 5.50 1.23 0.12
C -4.21 -2.56 1.08
H 1.68 -1.17 -1.06
H -4.99 0.80 -3.48
H -7.17 -2.66 -0.19
O -7.61 -2.24 0.61
O -4.17 2.01 -0.02
H 5.32 -1.97 0.70
P -5.24 2.32 -1.35
H 7.78 1.36 -2.44
C 7.65 0.19 0.83
H -4.98 -1.57 3.05
H -1.23 3.58 0.36
H 6.08 0.04 -1.96
H -4.16 3.56 1.46
H -7.51 1.19 1.14
H -1.48 -3.88 1.87
C 7.67 -1.41 -1.64
C -1.36 -1.85 3.09
N 6.30 -0.10 0.19
C -1.52 -1.97 0.45
H 8.00 0.32 -3.87
H 8.22 -0.74 0.90
C 4.07 0.79 0.25
C -6.74 -2.31 1.81
H 7.48 0.59 1.84
C -5.52 0.71 -2.41
H 5.99 -1.10 2.10
C -6.95 2.11 1.59
H -3.72 -3.27 1.88
H 3.28 -0.92 1.35
O -7.23 -3.04 2.84
H -6.13 4.19 0.75
C -0.97 -2.81 1.78
C -0.32 -1.30 -0.49
H 7.43 -2.02 -2.52
H 8.00 -2.12 -0.87
C -2.32 -0.29 -2.12
H -3.50 4.14 -0.21
H -1.69 1.87 1.24
H 4.15 0.27 2.33
O -4.67 3.39 -2.41
S -0.81 0.99 -4.05
C -0.69 -0.44 -1.83
H 3.40 1.62 0.49
C 5.46 -0.98 1.15
H -5.90 -0.73 -0.69
H 9.36 1.24 -3.21
H 0.19 -2.95 1.79
C 8.46 0.67 -2.94
H -5.49 -1.57 -2.33
H -7.98 3.88 0.58
H -5.26 -0.50 1.42
H -1.91 3.53 2.12
C -3.58 -0.90 -1.25
H 9.58 -1.12 -2.58
N -2.37 0.53 -3.39
C -6.92 3.34 0.47
H -6.68 0.66 -2.66
H 5.74 1.75 -0.81
N 0.23 0.23 -2.84
O -6.83 2.88 -0.92
N 1.17 -1.46 -0.17
C -5.24 -1.57 1.89
H 5.55 -1.47 -1.27
H -7.54 2.50 2.53
C -5.16 -0.67 -1.61
H 5.80 1.85 0.97
C -1.98 3.00 1.06
H -4.88 -3.26 0.39
C -3.15 -1.81 0.09
H 3.71 0.33 -0.68
H 8.16 0.95 0.23
C -3.52 3.22 0.51
H 9.37 -0.12 -1.16
H -5.86 1.84 1.98
H -0.39 -1.28 3.43
C 6.35 -0.73 -1.23
H -1.81 -2.53 3.93
H -2.13 -1.03 2.71
C 4.14 -0.24 1.36
H 1.40 -2.47 -0.02
```

Output
M: 557.7 u
lowest unoccupied orbital energy: -3.240 eV
multiplicity: 1
orbital gap: 6.49 eV
HOMO level: -9.73 eV
total charge: +1

Atom charges from the Mulliken analysis, given in e for atoms 1 to 2: -0.302, -0.848